(1)
Density functional theory data (ωB97M-V/def2-TZVPD) for 3 unconnected molecules or ions with the total composition C2H12N2Si2 in a non-equilibrium geometry.

Each line ends with the Mulliken charge.
CARTESIAN COORDINATES (ANGSTROEM)
Si  -0.63  -0.64  -1.76  0.243
N  -1.93  -0.83  -0.89  0.107
Si  -3.36  -0.44  -0.08  0.179
H  -0.02  -1.90  -2.16  -0.104
H  -0.09  0.43  -2.59  -0.096
H  -3.22  -0.31  1.38  -0.114
H  -3.92  0.65  -0.87  -0.121
H  -4.28  -1.51  -0.23  -0.161
H  -0.60  4.34  1.05  -0.250
H  -0.91  4.93  1.41  0.242
C  0.21  2.09  0.26  -0.338
N  0.76  1.25  -0.43  -0.204
C  2.15  0.95  -0.34  -0.817
H  0.61  2.57  1.18  0.278
H  -0.87  2.33  0.03  0.261
H  2.29  -0.11  -0.65  0.208
H  2.57  1.50  -1.17  0.343
H  2.66  1.17  0.62  0.343

Computed properties:
HOMO-LUMO gap = 0.3329 Ha
structure (SMILES) = [SiH2]=N[SiH3].[H][H].C=NC

(2)
Density functional theory data (ωB97M-V/def2-TZVPD) for 9 unconnected molecules or ions with the total composition C4H26NO8 in a non-equilibrium geometry.

Each line ends with the Mulliken charge.
CARTESIAN COORDINATES (ANGSTROEM)
C  0.41  1.83  1.81  -0.561
N  0.74  0.42  1.50  0.550
C  0.16  -0.45  2.57  -0.566
C  -0.76  0.39  3.46  -0.459
C  -0.55  1.85  3.02  -0.516
H  1.27  2.45  1.96  0.350
H  -0.08  2.34  0.98  0.267
H  1.74  0.32  1.39  0.375
H  0.40  0.15  0.54  0.006
H  0.96  -0.99  3.06  0.365
H  -0.33  -1.29  2.07  0.324
H  -1.81  0.15  3.36  0.287
H  -0.37  0.23  4.46  0.266
H  -0.16  2.54  3.76  0.339
H  -1.50  2.24  2.67  0.228
H  -3.29  1.10  -0.28  0.240
H  -3.17  -0.31  -1.02  0.310
O  -2.72  0.46  -0.69  -0.609
H  0.56  1.29  -4.70  0.294
H  0.82  2.70  -4.19  0.287
O  0.91  1.77  -3.94  -0.566
H  0.42  -0.58  -1.58  0.339
H  -0.88  0.21  -1.05  0.253
O  0.09  0.22  -1.11  -0.612
H  1.16  -1.34  -3.43  0.291
H  1.45  -2.47  -2.36  0.296
O  1.60  -1.55  -2.60  -0.676
H  -1.52  -3.30  -2.01  0.296
H  -0.66  -4.26  -1.20  0.306
O  -0.61  -3.55  -1.84  -0.585
H  3.71  -0.50  -0.11  0.318
H  2.73  -1.56  0.12  0.278
O  3.08  -0.77  0.56  -0.659
H  1.66  1.43  -1.03  0.251
H  2.95  2.23  -1.07  0.300
O  2.23  2.01  -0.49  -0.618
H  -5.17  -1.91  0.37  0.323
H  -4.13  -1.02  1.04  0.313
O  -4.24  -1.67  0.35  -0.625

Computed properties:
HOMO-LUMO gap = 0.4134 Ha
total charge = +1

(3)
Density functional theory data (ωB97M-V/def2-TZVPD) for 21 unconnected molecules or ions with the total composition C6H54NO25S in a non-equilibrium geometry.

Each line ends with the Mulliken charge.
CARTESIAN COORDINATES (ANGSTROEM)
C  48.69  37.91  50.37  -1.584
O  47.48  38.29  51.03  -0.489
C  47.26  39.67  51.12  0.272
C  45.95  39.98  51.88  -1.466
N  45.51  41.39  51.69  0.797
H  45.70  41.48  50.56  -0.186
H  44.55  41.55  52.07  0.202
C  46.58  42.32  52.05  -0.154
C  45.95  43.69  52.03  -0.927
O  46.96  44.77  51.79  0.150
C  46.47  45.94  51.62  -1.156
H  48.62  38.12  49.40  0.662
H  48.98  36.86  50.56  0.287
H  49.42  38.36  50.80  0.716
H  47.26  40.04  49.99  0.140
H  48.08  40.22  51.52  0.442
H  46.02  39.64  52.91  0.943
H  45.14  39.30  51.62  0.407
H  47.16  42.48  51.24  0.245
H  47.10  42.07  52.99  0.386
H  45.47  43.98  53.02  0.504
H  45.14  43.78  51.47  0.190
H  46.10  46.29  52.33  1.270
H  45.67  46.08  50.77  -0.458
H  47.34  46.58  51.28  0.272
S  45.13  41.50  47.82  1.122
O  43.91  41.83  47.09  -0.830
O  44.87  41.47  49.20  -0.611
O  45.53  40.14  47.46  -1.084
O  46.14  42.48  47.53  -0.868
O  43.38  45.65  48.89  -0.785
H  44.40  45.91  48.77  0.376
H  43.16  45.04  48.05  0.368
O  49.63  48.45  51.40  -0.603
H  49.48  49.21  51.85  0.283
H  50.41  48.09  51.81  0.308
O  43.52  40.89  53.57  -0.651
H  42.83  41.43  53.44  0.254
H  43.12  39.96  53.39  0.345
O  46.84  35.90  47.94  -0.611
H  46.42  36.54  48.36  0.404
H  46.23  35.72  47.22  0.274
O  46.99  39.31  55.29  -0.726
H  46.25  39.44  56.16  0.355
H  47.24  40.25  55.48  0.313
O  52.26  37.27  49.01  -0.567
H  51.86  36.68  49.55  0.289
H  51.94  38.06  49.32  0.296
O  42.76  44.85  52.83  -0.791
H  42.50  45.67  52.24  0.344
H  43.08  44.19  52.11  0.309
O  49.17  43.96  53.41  -0.550
H  49.40  44.65  52.82  0.244
H  49.92  43.42  53.41  0.248
O  49.63  42.72  50.59  -0.487
H  50.22  42.92  51.28  0.197
H  49.72  43.34  49.91  0.266
O  43.10  39.75  49.98  -0.678
H  42.37  40.11  50.32  0.261
H  43.70  40.50  49.68  0.353
O  47.85  39.43  47.12  -0.648
H  47.10  39.62  47.47  0.252
H  48.09  40.47  47.13  0.363
O  44.84  48.80  51.08  -0.602
H  43.97  49.18  51.38  0.316
H  44.50  47.95  50.75  0.309
O  42.99  43.20  50.36  -0.687
H  43.60  42.70  49.93  0.282
H  43.29  44.02  49.83  0.432
O  47.34  37.19  53.56  -0.684
H  47.38  37.87  54.10  0.334
H  47.23  37.59  52.69  0.394
O  51.22  40.19  49.60  -0.661
H  52.23  40.21  49.96  0.314
H  50.52  40.76  49.94  0.333
O  45.18  37.84  48.80  -0.637
H  45.29  38.68  48.43  0.446
H  44.24  37.55  48.98  0.249
O  47.10  44.56  48.78  -0.754
H  46.82  43.58  48.58  0.546
H  47.20  44.35  49.74  0.145
O  44.30  45.95  54.76  -0.628
H  43.73  45.58  54.13  0.437
H  44.14  46.98  54.73  0.294
O  48.59  47.23  54.30  -0.621
H  48.72  46.22  54.42  0.332
H  48.63  47.50  53.41  0.312

Computed properties:
HOMO-LUMO gap = 0.2433 Ha
total charge = -1

(4)
Density functional theory data (ωB97M-V/def2-TZVPD) for a single C9H8BrN3O2 molecule in a non-equilibrium geometry.

Each line ends with the Mulliken charge.
CARTESIAN COORDINATES (ANGSTROEM)
C  3.54  1.05  -0.08  -0.755
N  2.88  -0.06  0.65  -0.250
C  1.50  -0.24  0.61  0.491
N  0.73  0.71  0.23  -0.513
C  -0.60  0.50  0.13  0.156
C  -1.43  1.69  0.38  -0.615
C  -2.80  1.62  0.20  -0.396
C  -3.35  0.39  -0.14  0.022
Br  -5.27  0.30  0.01  -0.211
C  -2.60  -0.68  -0.54  -0.613
C  -1.24  -0.65  -0.36  0.826
C  -0.39  -1.74  -0.63  -0.511
N  0.60  -2.21  0.09  0.754
O  1.21  -3.25  -0.11  -0.687
O  1.11  -1.44  1.17  -0.351
H  3.96  0.63  -0.99  0.277
H  2.61  1.68  -0.33  0.307
H  4.25  1.49  0.56  0.270
H  3.43  -0.94  0.70  0.306
H  -0.87  2.61  0.60  0.410
H  -3.48  2.54  0.29  0.301
H  -3.04  -1.67  -0.89  0.343
H  -0.76  -2.32  -1.51  0.439

Computed properties:
HOMO-LUMO gap (alpha / beta) = 0.3057 / 0.3057 Ha
structure (SMILES) = CNC1=Nc2ccc(Br)cc2C=[N+]([O-])O1

Energy / a.u.: -771.7650, -824.4727, -2594.6543, -3236.3740
Energy above the lowest of the compared OMol25 structures with the same formula, charge and spin / kJ/mol: 82.72, 87.31, 196.40, 414.22